[1]
{
  "formula": "C10H26N2O5Si2",
  "method": "ωB97M-V/def2-TZVPD",
  "elements": ["C", "C", "C", "C", "C", "C", "C", "O", "Si", "O", "Si", "C", "C", "O", "C", "N", "O", "N", "O", "H", "H", "H", "H", "H", "H", "H", "H", "H", "H", "H", "H", "H", "H", "H", "H", "H", "H", "H", "H", "H", "H", "H", "H", "H", "H"],
  "coordinates": [[0.576815, 3.323592, 1.924119], [-0.935292, 3.328842, 2.142588], [-1.528624, 4.722641, 1.921900], [-1.685949, 2.225968, 1.385574], [-1.995673, 2.443467, -0.096411], [-0.759312, 2.472878, -0.987649], [-2.946922, 1.314323, -0.562718], [-2.283377, 0.282772, -1.301097], [-1.860558, -1.083117, -0.511366], [-1.688110, -2.304331, -1.615251], [-0.506837, -3.420409, -1.347067], [1.144991, -2.775462, -1.930298], [2.309948, -3.006452, -0.979652], [2.079311, -2.256055, 0.211324], [3.647003, -2.601152, -1.591710], [4.825822, -3.197169, -0.941211], [-0.445377, -3.796405, 0.310548], [-0.255098, -5.185711, 0.543164], [0.499967, -5.368674, 1.404478], [1.025789, 4.139924, 2.487118], [1.009416, 2.381113, 2.253803], [0.845124, 3.463700, 0.882171], [-1.061862, 3.095524, 3.202101], [-0.982332, 5.284073, 1.166870], [-2.585146, 4.684992, 1.667954], [-1.456651, 5.295659, 2.845312], [-1.129313, 1.293225, 1.512679], [-2.645256, 2.087237, 1.888437], [-2.548752, 3.371029, -0.238429], [-0.222455, 3.410733, -0.876749], [-0.086777, 1.654716, -0.741664], [-1.028702, 2.385164, -2.037187], [-3.426478, 0.880025, 0.315371], [-3.718896, 1.710276, -1.216965], [-0.545495, -0.894850, 0.139817], [-2.869523, -1.414254, 0.511615], [-0.900477, -4.663203, -2.023140], [1.369186, -3.274561, -2.873231], [1.062282, -1.705488, -2.123847], [2.386613, -4.068966, -0.723979], [2.328069, -2.786254, 0.963322], [3.754725, -1.524678, -1.491572], [3.676186, -2.894643, -2.638706], [4.880899, -2.835452, 0.004052], [4.677102, -4.194591, -0.834420]],
  "atomic_forces_ev_per_a": [[-0.1620, 0.0548, -0.0611], [0.0894, -0.0319, 0.0658], [0.0976, -0.0098, 0.3373], [0.0758, 0.3620, 0.0641], [0.0134, -0.6639, -0.2188], [-0.0334, 0.3170, -0.0595], [0.1706, 0.2002, -0.2055], [-0.2301, -0.1215, 0.2111], [0.1431, 0.1762, -0.0591], [0.2395, 0.0153, 0.6509], [-0.2342, -0.0209, -0.3730], [-0.0535, -0.0999, 0.2692], [0.0986, 0.0683, 0.0595], [-0.0009, 0.2070, -0.2928], [0.4778, -0.4436, 0.2758], [-0.4333, 0.1464, 0.1759], [0.1454, -0.0549, -0.2482], [-0.0547, -0.0119, -0.2038], [0.0043, -0.0065, 0.3325], [0.1348, -0.0017, 0.1187], [0.0958, -0.0596, 0.0594], [0.0305, 0.0457, -0.1121], [-0.1409, -0.0728, 0.0685], [-0.0968, -0.0158, -0.2639], [-0.0950, 0.0132, -0.1331], [0.0696, 0.1247, 0.0310], [0.0017, -0.1604, -0.0921], [-0.0697, -0.0218, 0.1042], [-0.0145, 0.1641, 0.1630], [0.0835, 0.0689, 0.0592], [0.1045, -0.0645, -0.0137], [-0.0513, -0.0683, -0.0936], [-0.2479, -0.0286, 0.0288], [-0.0855, 0.0458, -0.0968], [0.0295, -0.0688, 0.0123], [-0.1054, -0.0292, -0.0591], [0.0559, -0.0622, -0.0432], [-0.0353, 0.0545, -0.1946], [-0.0143, 0.1092, -0.0931], [-0.1010, -0.1499, -0.0279], [0.0053, -0.1807, 0.3745], [-0.1370, 0.1848, -0.2904], [-0.0433, 0.1287, -0.1727], [0.1536, 0.0684, 0.0557], [0.1195, -0.1059, -0.1093]],
  "charge": 0,
  "multiplicity": 1
}


[2]
{
  "formula": "C10H26N6O7",
  "method": "ωB97M-V/def2-TZVPD",
  "elements": ["C", "O", "C", "C", "O", "C", "C", "O", "C", "C", "O", "H", "H", "H", "H", "H", "H", "H", "H", "H", "H", "H", "H", "H", "H", "C", "O", "N", "N", "H", "H", "H", "H", "C", "O", "N", "N", "H", "H", "H", "H", "C", "O", "N", "N", "H", "H", "H", "H"],
  "coordinates": [[2.859064, -4.488414, 0.486615], [2.616852, -4.539954, -0.963561], [2.610412, -3.204508, -1.580241], [1.191124, -2.391918, -1.470191], [0.711598, -2.150995, -0.100755], [1.609098, -1.272000, 0.663770], [1.490093, 0.337380, 0.224361], [2.362102, 0.694053, -0.904598], [2.456863, 2.147106, -1.108655], [3.097562, 2.790863, -2.513269], [2.052900, 3.085955, -0.208301], [3.650658, -3.671233, 0.811089], [1.803314, -4.264305, 0.994386], [3.247969, -5.530626, 0.866222], [3.486336, -2.546737, -1.107715], [2.857560, -3.349195, -2.737868], [0.365766, -3.077162, -1.992164], [1.203789, -1.393264, -2.120913], [2.725569, -1.618682, 0.712361], [1.212508, -1.296864, 1.789771], [1.724997, 0.932472, 1.225806], [0.345959, 0.541612, -0.024040], [4.033509, 3.434204, -2.176868], [3.354581, 1.977127, -3.313857], [2.279394, 3.571582, -2.886206], [2.249395, 4.832987, -5.873038], [3.284858, 4.187725, -5.916655], [2.108636, 5.931601, -5.109578], [1.156429, 4.503206, -6.584585], [1.264031, 6.475942, -5.060450], [2.907931, 6.214554, -4.557843], [1.220018, 3.682424, -7.172549], [0.294828, 5.022097, -6.561834], [-1.597548, -1.858645, 3.007569], [-0.405597, -2.094603, 3.125999], [-2.434073, -1.793485, 4.059053], [-2.181195, -1.642611, 1.814961], [-3.418355, -1.600470, 3.981506], [-2.035141, -1.950155, 4.975379], [-1.586812, -1.682732, 0.997326], [-3.160973, -1.446835, 1.697360], [-6.188372, -0.460517, 5.058053], [-5.152910, -1.105780, 5.014436], [-6.329130, 0.638096, 5.821513], [-7.281338, -0.790299, 4.346507], [-7.173736, 1.182438, 5.870642], [-5.529836, 0.921050, 6.373248], [-7.217748, -1.611079, 3.758542], [-8.142938, -0.271407, 4.369257]],
  "atomic_forces_ev_per_a": [[-0.9180, -0.0338, 0.9811], [0.5930, 1.8989, 0.6785], [0.5010, 0.8533, -0.3170], [-0.6008, -0.8586, -1.2703], [2.1108, 0.8455, -0.7902], [-0.2222, 1.4203, 1.1189], [-1.2510, -1.1003, 2.0918], [-0.5585, 3.9643, 0.2004], [-1.4144, 4.1183, 3.4306], [-0.5250, -0.2686, 1.0331], [2.2152, -6.5281, -5.2231], [-1.5667, -1.5652, -0.8627], [2.4733, -0.3652, -0.7782], [-0.7972, 1.9993, -1.0579], [-1.7923, -1.3833, -1.0380], [-0.6463, 0.2551, 2.5463], [1.7209, 1.3951, 1.3527], [0.3463, -1.9551, 1.5227], [-2.0996, 0.6106, -0.4743], [0.6302, -0.0993, -2.6202], [-0.1823, -0.9824, -2.4550], [2.4875, -0.3454, 0.2766], [-1.9396, -1.6078, -0.7498], [-0.4859, 1.7373, 1.6029], [1.7834, -1.9499, 0.7441], [0.7460, -0.4500, -0.0670], [0.0066, -0.0341, 0.0481], [0.2590, 1.1297, 1.0072], [-0.9850, -0.7215, -0.9364], [0.1678, -0.1090, -0.0065], [-0.3258, -0.0789, -0.2140], [-0.0456, 0.3364, 0.2269], [0.1784, -0.1015, -0.0025], [0.1866, -0.1090, 0.5232], [0.4929, -0.0412, 0.0051], [-0.1815, -0.0764, 0.9605], [-0.1850, 0.2275, -1.5741], [-0.0251, 0.0215, 0.2285], [-0.2206, 0.0733, -0.3761], [-0.1199, -0.0704, 0.1931], [0.1992, -0.0448, 0.1138], [0.2829, -0.1339, 0.0077], [0.2282, -0.1403, -0.0837], [0.3497, 0.9669, 0.8886], [-0.8143, -0.7122, -0.9145], [0.1653, -0.1237, -0.0126], [-0.3213, -0.0775, -0.2008], [-0.0771, 0.3159, 0.2370], [0.1768, -0.1019, 0.0052]],
  "smiles": "COCCOCCOC(C)=O.NC(N)=O.NC(N)=O.NC(N)=O",
  "charge": 0,
  "multiplicity": 1
}


[3]
{
  "formula": "C10H27AsAuOS4Si3",
  "method": "ωB97M-V/def2-TZVPD",
  "elements": ["Au", "S", "As", "S", "S", "S", "C", "O", "Si", "C", "C", "C", "Si", "C", "C", "C", "Si", "C", "C", "C", "H", "H", "H", "H", "H", "H", "H", "H", "H", "H", "H", "H", "H", "H", "H", "H", "H", "H", "H", "H", "H", "H", "H", "H", "H", "H", "H"],
  "coordinates": [[0.525499, -1.935775, 0.230529], [2.748713, -2.567479, 3.627144], [2.751632, -3.595973, 1.810412], [2.769381, -2.057817, 0.119751], [0.647672, -4.051786, 1.114819], [4.073279, -5.150153, 1.413423], [-2.597102, -2.944631, -0.180379], [-1.617960, -1.916673, -0.246113], [-1.756435, -0.217505, -0.162692], [-2.808253, 0.346783, -1.597737], [-2.804869, 0.108975, 1.341748], [0.041024, 0.170941, -0.121943], [0.759864, 0.674294, -1.768615], [0.426836, -0.655564, -3.055209], [0.030872, 2.294880, -2.402471], [2.606129, 0.957080, -1.797472], [0.645663, 1.121004, 1.395989], [2.496158, 1.352428, 1.443844], [-0.104234, 2.852077, 1.374870], [0.139183, 0.333131, 3.020255], [-3.596855, -2.506949, -0.132449], [-2.425254, -3.553493, 0.707252], [-2.513801, -3.569313, -1.069093], [-3.776279, -0.163261, -1.550057], [-2.372060, 0.161433, -2.578156], [-3.003982, 1.419164, -1.511179], [-3.826754, -0.223860, 1.132589], [-2.850841, 1.173179, 1.582637], [-2.446675, -0.425515, 2.221018], [-0.619002, -0.960235, -3.126266], [1.010162, -1.550218, -2.817184], [0.743349, -0.301669, -4.041630], [-1.045430, 2.241462, -2.571670], [0.502239, 2.576178, -3.349710], [0.214168, 3.103672, -1.690283], [3.174160, 0.166374, -1.305746], [2.885000, 1.905617, -1.334283], [2.908982, 0.993666, -2.849006], [2.826743, 2.183888, 0.816973], [3.029947, 0.448171, 1.146828], [2.784593, 1.565045, 2.477013], [0.210502, 3.417975, 0.494394], [0.226725, 3.404796, 2.260085], [-1.197491, 2.833683, 1.385437], [0.228512, -0.756685, 3.028543], [-0.872074, 0.613182, 3.321087], [0.828371, 0.685481, 3.792690]],
  "atomic_forces_ev_per_a": [[-0.4855, 0.1225, -0.1365], [-0.0280, -0.0652, -0.0262], [0.2306, -0.0965, 0.0518], [0.3606, -0.0157, 0.2325], [0.0925, -0.3364, -0.0311], [-0.0583, 0.0468, 0.0201], [0.0455, 0.0930, 0.1144], [-0.1978, -0.0219, -0.0396], [0.1257, 0.1102, 0.0008], [-0.1093, 0.0136, -0.1010], [-0.1144, 0.0235, 0.1134], [0.2217, 0.0845, -0.0188], [-0.1683, -0.0220, 0.0653], [0.0411, -0.0834, -0.1033], [-0.0590, 0.0808, -0.0363], [0.1658, 0.0262, 0.0285], [-0.1483, -0.0823, -0.2781], [0.1840, -0.0067, 0.0211], [-0.0284, 0.1174, 0.0540], [-0.0148, -0.0942, 0.1031], [0.0071, -0.0160, -0.0056], [0.0121, -0.0042, -0.0055], [-0.0052, -0.0100, 0.0063], [0.0169, 0.0165, -0.0203], [0.0062, 0.0129, 0.0171], [-0.0111, -0.0122, 0.0045], [0.0057, 0.0221, 0.0299], [-0.0041, -0.0140, 0.0174], [0.0197, 0.0004, -0.0120], [0.0159, 0.0093, 0.0178], [0.0046, 0.0322, -0.0221], [-0.0215, -0.0318, 0.0029], [-0.0136, 0.0062, -0.0045], [0.0007, -0.0203, 0.0256], [0.0016, -0.0162, -0.0410], [-0.0322, 0.0283, -0.0494], [-0.0229, -0.0248, -0.0552], [0.0346, 0.0133, 0.0187], [0.0002, -0.0377, 0.0467], [-0.0346, 0.0514, 0.0166], [-0.0034, 0.0620, -0.0175], [0.0055, -0.0191, 0.0413], [-0.0263, 0.0099, -0.0174], [0.0105, 0.0046, -0.0017], [0.0033, 0.0186, -0.0425], [0.0114, -0.0075, 0.0079], [-0.0369, 0.0321, 0.0078]],
  "charge": -1,
  "multiplicity": 1
}


[4]
{
  "formula": "C10H27BrI2NO3PSi",
  "method": "ωB97M-V/def2-TZVPD",
  "elements": ["C", "C", "I", "C", "I", "Si", "C", "N", "P", "O", "Br", "H", "H", "H", "H", "H", "H", "H", "H", "H", "H", "H", "C", "C", "C", "O", "H", "H", "H", "H", "H", "H", "H", "H", "C", "C", "C", "O", "H", "H", "H", "H", "H", "H", "H", "H"],
  "coordinates": [[-0.486951, -2.717183, 5.538376], [-0.552440, -3.463982, 4.074025], [-2.595396, -4.356672, 3.966713], [-0.443963, -2.459155, 2.783264], [-1.916196, -0.783966, 2.851448], [1.341187, -1.838586, 2.387318], [1.990809, -0.442891, 3.542526], [1.514177, 0.951667, 3.202453], [1.307983, -1.263066, 0.227872], [0.752317, 0.408936, 0.052128], [3.426477, -1.390297, -0.660102], [-1.444451, -2.039422, 5.736441], [0.497535, -2.100838, 5.680208], [-0.484753, -3.567735, 6.371063], [0.183823, -4.390417, 4.009567], [-0.784505, -3.099006, 1.834474], [2.339880, -2.936110, 2.459004], [1.744035, -0.606951, 4.697539], [3.181920, -0.440916, 3.481790], [0.660623, 0.959602, 2.602447], [2.274618, 1.566359, 2.838017], [1.524087, 0.908022, -0.346931], [2.352044, -1.128022, -5.117656], [1.041274, -0.357657, -5.122450], [1.273498, 1.132560, -4.930175], [0.203938, -0.843935, -4.076688], [2.873730, -1.007878, -4.161480], [2.168590, -2.200306, -5.244571], [3.012741, -0.787996, -5.921225], [0.516926, -0.529339, -6.068835], [1.756941, 1.332786, -3.967384], [0.320697, 1.672740, -4.923379], [1.901905, 1.540359, -5.728086], [0.661506, -0.695648, -3.232497], [-3.558252, 3.058802, 0.222493], [-2.417019, 3.416000, -0.716442], [-2.459622, 2.578173, -1.984461], [-1.174428, 3.203569, -0.051566], [-3.497167, 2.009387, 0.532103], [-3.507685, 3.660863, 1.136016], [-4.529001, 3.226400, -0.254389], [-2.472591, 4.478926, -0.975592], [-2.359602, 1.511767, -1.753049], [-1.625396, 2.837426, -2.645162], [-3.397454, 2.731308, -2.527489], [-1.116387, 2.262324, 0.182323]],
  "atomic_forces_ev_per_a": [[-0.1125, -0.7618, 0.4754], [0.0451, 0.8724, 0.5410], [0.9377, 0.0765, 0.1025], [-0.4709, -2.2167, -0.6684], [1.0348, -0.8661, -0.0660], [0.5543, 1.0815, 1.7977], [1.2059, 0.9427, 1.5211], [0.1688, -0.3641, -0.5040], [-1.3171, 1.0393, -1.9870], [2.5035, -1.3295, -0.2560], [-0.7322, 0.4407, 0.8111], [2.2236, -1.4392, -0.6544], [-1.8810, -1.0861, -0.4384], [-0.0433, 1.8366, -1.8281], [-1.4688, 2.1822, -0.0319], [0.6245, 1.4476, 2.0186], [-0.3202, -0.2279, -0.1226], [0.5565, -0.0043, -2.3796], [-2.4831, -0.2008, 0.0917], [1.3629, 0.1481, 0.5863], [-1.2063, -0.9680, 0.2085], [-1.2690, -0.4824, 0.7240], [0.0992, -0.2839, -0.2151], [0.4388, 0.1568, 0.5156], [-0.1896, 0.2760, -0.1795], [-0.1766, -0.0770, 0.1009], [-0.0465, 0.1352, -0.0683], [-0.0089, 0.1710, -0.0473], [-0.0223, -0.0457, 0.1005], [-0.0964, -0.0615, 0.2480], [0.0829, -0.1087, -0.0901], [0.1215, -0.1036, -0.0704], [-0.0414, 0.0007, 0.1130], [-0.1767, -0.0721, -0.3481], [-0.2010, 0.2367, 0.2191], [-0.0963, -0.6670, 0.0673], [0.0678, 0.0814, -0.3164], [0.2260, 0.0490, 0.1212], [0.0051, 0.0144, -0.1767], [-0.0132, -0.0125, -0.1711], [0.0732, -0.0574, 0.0771], [0.1992, -0.1131, 0.1355], [-0.1070, 0.0867, 0.0657], [-0.1426, 0.0324, 0.0866], [0.0957, -0.0588, 0.0289], [-0.0039, 0.3001, -0.1382]],
  "smiles": "C[C@@H](I)[C@@H](I)[Si@H](CN)P(O)Br.CC(C)O.CC(C)O",
  "charge": 0,
  "multiplicity": 1
}


Sequential E output: -39766.3780 -34062.7489 -144367.6508 -121849.4798 eV